# C3H28O23Y

C3H28O23Y as an isolated structure at a distorted geometry (ωB97M-V/def2-TZVPD, the OMol25 dataset).

Structure (XYZ):
```
55
Properties=species:S:1:pos:R:3
O -4.1174 0.1801 -2.0871
H -0.3020 3.7780 0.6445
C -0.1483 0.1468 0.1074
O 1.3300 -3.5842 1.4916
O -2.1271 -2.9986 -0.6222
O 0.0983 4.6154 0.4408
O 1.5158 1.8990 -3.5636
O -1.1231 -0.5681 -0.1967
O -2.2870 -2.0201 2.0066
O 2.5990 2.8620 -0.3959
H 1.7303 0.5172 1.9577
H 1.9687 2.1391 -0.4505
H -0.9305 2.0680 -1.5087
H -2.1915 0.9375 0.0889
H -3.0339 -0.9260 -2.4622
H 2.2393 -2.3134 2.6867
H -0.2410 2.9072 2.5790
O -3.0970 1.1905 0.2502
H -2.4384 -2.5837 -1.4337
H -0.1221 1.9762 1.5241
H 3.4085 2.4119 -0.1394
O 0.7690 -0.5728 0.7753
O -2.4525 -1.6394 -2.7375
O -2.5055 -1.7070 4.1919
O -0.5601 -2.0028 3.1357
H 0.8833 2.4994 -3.2542
H -0.4114 -0.0191 -1.9742
H -3.7273 0.4156 -1.2660
O 1.6625 1.1539 2.6558
O -0.1948 -0.3757 -2.8400
H -4.8935 -0.3735 -1.9952
H 0.8904 4.5231 0.9358
O -1.4387 2.5682 -2.1969
C -1.7724 -1.7480 3.1667
O 2.6289 -4.3549 -0.2755
O 2.4987 -0.1300 -1.3185
H 1.8498 1.3718 -2.8330
H 2.5379 -1.0387 -1.5293
H -1.5637 -1.3482 -2.8376
O -0.7714 2.5857 1.8459
H 1.6778 0.0650 -0.9299
O 0.2626 1.2050 -0.4599
Y -0.4533 -2.2984 0.9994
H 0.3361 0.4079 -3.1073
H 1.0138 -1.6786 3.4418
O 0.8198 -3.1275 -0.4591
C 1.6827 -3.6771 0.2629
H 1.3070 0.6079 3.3421
H 3.2336 -0.6759 0.3763
H 4.1202 -1.6026 1.2346
H -0.9331 3.3659 -2.1503
H -1.8222 -3.8618 -0.9145
H -3.1334 1.2280 1.2599
O 3.7492 -0.7173 1.1629
O 1.9791 -1.6828 3.3741
```

As for the multiplicity: 1. The calculation puts the HOMO-LUMO gap at 6.5384 eV. Its net charge is -3. Its HOMO energy is 0.007 Eh. For the largest force on an atom, the calculation gives 0.116 hartree/bohr. The value obtained for the energy above the lowest of the compared OMol25 structures with the same formula, charge and spin is 0.000 eV. The value obtained for the total energy is -1900.241861 Ha.


# C3H2AgFLiO3

C3H2AgFLiO3 as an isolated structure at a distorted geometry (ωB97M-V/def2-TZVPD, the OMol25 dataset).

Structure (XYZ):
```
11
Properties=species:S:1:pos:R:3
Ag -1.3091 -0.7898 -2.5128
C 0.6241 -0.8330 -0.0857
C 2.1557 2.0780 -0.7860
C 0.9282 1.5463 -0.8111
O 0.5783 0.3263 -1.1669
H 2.9881 1.4877 -1.1685
Li 2.2623 0.9227 1.4543
O -0.1307 -1.7201 -0.4162
F -0.1230 2.2496 -0.3539
O 1.2316 -0.5328 0.9382
H 2.2909 3.1270 -0.5248
```

As for the multiplicity: 2. The calculation puts the HOMO-LUMO gap (spin up / spin down) at 3.9473 / 8.3899 eV. Its HOMO energy (spin up / spin down) is -0.192 / -0.355 Eh. For the largest force on an atom, the calculation gives 0.050 hartree/bohr. The value obtained for the energy above the lowest of the compared OMol25 structures with the same formula, charge and spin is 0.077 eV. The value obtained for the total energy is -595.580135 Ha.


# C3H2AgFO2

C3H2AgFO2 as an isolated structure at a distorted geometry (ωB97M-V/def2-TZVPD, the OMol25 dataset).

Structure (XYZ):
```
9
Properties=species:S:1:pos:R:3
O 0.4498 -0.3167 0.4972
H -2.6633 -0.7568 0.1802
O -0.6956 0.0951 -2.0768
C -0.6927 -0.3526 1.0416
H -2.0772 1.0230 0.1032
C -1.8431 -0.0366 0.2099
Ag 2.8364 0.8038 -0.4202
C 0.4497 -0.0061 -1.8323
F -0.8843 -1.3023 1.9462
```

As for the multiplicity: 2. The calculation puts the HOMO-LUMO gap (spin up / spin down) at 7.4365 / 9.0613 eV. Its net charge is +1. Its HOMO energy (spin up / spin down) is -0.508 / -0.568 Eh. For the largest force on an atom, the calculation gives 0.110 hartree/bohr. The value obtained for the energy above the lowest of the compared OMol25 structures with the same formula, charge and spin is 1.393 eV. The value obtained for the total energy is -512.430470 Ha.


# C3H2AgO2

C3H2AgO2 as an isolated structure at a distorted geometry (ωB97M-V/def2-TZVPD, the OMol25 dataset).

Structure (XYZ):
```
8
Properties=species:S:1:pos:R:3
H -0.5166 -1.0885 1.2102
C 0.6801 -0.5610 -0.4541
C -0.4579 -0.3997 0.3400
O -2.6163 0.6590 0.3982
Ag 2.1326 2.2077 0.2592
H 0.6993 -1.4754 -1.0848
C -1.5390 0.3868 -0.0826
O 1.6178 0.2709 -0.5861
```

As for the multiplicity: 2. The calculation puts the HOMO-LUMO gap (spin up / spin down) at 3.7676 / 5.1247 eV. Its HOMO energy (spin up / spin down) is -0.222 / -0.272 Eh. For the largest force on an atom, the calculation gives 0.035 hartree/bohr. The value obtained for the energy above the lowest of the compared OMol25 structures with the same formula, charge and spin is 1.255 eV. The value obtained for the total energy is -412.781438 Ha.


# C3H2BBaF5O8S

C3H2BBaF5O8S as an isolated structure at a distorted geometry (ωB97M-V/def2-TZVPD, the OMol25 dataset).

Structure (XYZ):
```
21
Properties=species:S:1:pos:R:3
H -1.5648 -0.3684 1.4786
O 0.4354 1.4955 2.1487
O 3.2061 0.3148 1.1891
O 1.4710 0.6744 -0.3401
O -1.7826 0.2816 2.2087
Ba 0.3772 1.0378 4.4555
C -1.3652 -1.4038 -1.4357
F 0.0889 -1.4932 -3.4849
O 1.8942 -1.9763 -0.6126
O -1.6995 2.5342 1.2000
F -2.3073 -0.3951 -1.1127
H -1.0955 3.0432 0.6024
C 1.9846 0.3917 0.9669
O 0.9641 0.2598 2.0222
B -1.0201 1.4686 1.8547
C -0.1145 -0.8165 -2.2650
F -0.4671 0.5469 -2.6045
S 1.4941 -0.7174 -1.3276
F -2.0406 -2.3128 -2.3205
O 2.5656 -0.4566 -2.3714
F -1.0241 -2.1085 -0.2518
```

As for the multiplicity: 1. The calculation puts the HOMO-LUMO gap at 8.3289 eV. Its net charge is +2. Its HOMO energy is -0.639 Eh. For the largest force on an atom, the calculation gives 0.204 hartree/bohr. The value obtained for the energy above the lowest of the compared OMol25 structures with the same formula, charge and spin is 3.441 eV. The value obtained for the total energy is -1664.567315 Ha.


# C3H2Br2

One molecule with the formula C3H2Br2 at a distorted geometry (ωB97M-V/def2-TZVPD, the OMol25 dataset).

Structure (XYZ):
```
7
Properties=species:S:1:pos:R:3
C -0.1594 -0.9088 0.4237
H 0.1649 -0.6895 1.3783
C -1.6690 -0.1107 -0.1726
C -0.4306 0.2075 -0.6228
Br -3.5284 0.0530 0.0374
H -0.1466 0.6331 -1.5243
Br 0.1564 -2.7326 -0.0371
```

As for the multiplicity: 1. The calculation puts the HOMO-LUMO gap at 9.3794 eV. As for the SMILES: BrC1=C[C@@H]1Br. Its HOMO energy is -0.334 Eh. For the largest force on an atom, the calculation gives 0.115 hartree/bohr. The value obtained for the energy above the lowest of the compared OMol25 structures with the same formula, charge and spin is 0.795 eV. The value obtained for the total energy is -5263.398986 Ha.


Q: Which of these has the lowest total energy?
A: C3H2Br2


Q: The highest total energy belongs to which entry?
A: C3H2AgO2